CH5NO | ωB97M-V with the def2-TZVPD basis set

XYZ file:
```
8
CH5NO | OMol25 | ωB97M-V with the def2-TZVPD basis set
C -1.48 -0.10 -0.26
N -0.61 -0.58 0.63
H -1.53 -0.72 -1.21
H -2.47 0.36 -0.01
H -0.12 0.33 0.08
H 1.46 1.17 0.24
H 1.16 -0.23 -0.07
O 1.83 0.46 -0.24
```

## Properties
**Relative energy (zero: lowest compared OMol25 entry of this formula, charge and spin)**: 2.8424 eV
**Total energy**: -170.93330 a.u.
**Multiplicity**: 2
**<S²>**: 0.754
**LUMO energy (alpha / beta)**: 5.053 / 5.014 eV
**Orbital gap (alpha / beta)**: 5.46 / 6.55 eV
**Charge**: -1

C21H38FNO8S3 | ωB97M-V with the def2-TZVPD basis set

XYZ file:
```
72
C21H38FNO8S3 | OMol25 | ωB97M-V with the def2-TZVPD basis set
C 1.20 3.97 -0.62
C 0.44 3.83 -1.93
O 0.79 4.49 -2.94
N -0.47 2.63 -2.03
H 0.11 1.78 -1.55
H -1.27 2.80 -1.42
C -0.83 2.39 -3.45
H 0.46 3.40 0.17
H 1.25 5.12 -0.51
H 2.26 3.54 -0.61
H -1.45 3.38 -3.74
H -1.33 1.43 -3.50
H 0.24 2.05 -3.94
O 0.37 0.44 -0.91
H 0.65 -0.43 -0.88
F 0.27 -4.66 4.28
C -0.12 -3.73 3.37
C 0.80 -2.91 2.78
C 0.37 -2.10 1.72
C -1.04 -2.07 1.36
C -1.85 -3.00 1.96
C -1.33 -3.88 2.94
H 1.84 -3.14 3.01
H 1.01 -1.66 1.11
H -1.37 -1.36 0.58
H -2.76 -3.28 1.69
H -2.00 -4.65 3.38
C 3.52 0.17 0.67
C 3.25 1.03 1.84
C 3.61 0.28 2.95
S 4.77 -0.90 2.43
O 4.26 -2.25 2.52
O 6.15 -0.57 2.84
C 4.78 -0.51 0.66
H 3.24 0.80 -0.19
H 2.67 -0.64 0.49
H 2.31 1.41 1.95
H 3.75 1.96 1.54
H 2.73 -0.29 3.35
H 3.99 0.80 3.88
H 4.87 -1.34 0.03
H 5.48 0.11 0.53
C -1.99 -2.11 -4.96
C -1.46 -1.97 -3.52
C -0.73 -3.12 -3.24
S -1.57 -4.51 -3.86
O -2.62 -5.07 -2.95
O -0.50 -5.34 -4.37
C -2.40 -3.57 -5.12
H -1.19 -1.67 -5.67
H -2.76 -1.45 -5.23
H -2.34 -2.15 -2.68
H -0.61 -1.12 -3.23
H -0.58 -3.34 -2.23
H 0.27 -2.94 -3.67
H -3.37 -3.49 -4.81
H -2.11 -4.01 -6.15
C -2.25 3.31 3.52
C -1.16 2.22 3.17
C -1.53 1.59 2.00
S -2.75 2.62 1.06
O -4.06 2.00 0.98
O -2.04 3.37 -0.03
C -2.73 3.99 2.22
H -2.14 4.02 4.36
H -2.90 2.63 3.95
H -1.08 1.45 3.79
H -0.31 2.76 2.96
H -2.01 0.72 1.96
H -0.67 1.42 1.45
H -3.87 4.40 2.43
H -2.15 4.91 2.06
```

## Properties
**Relative energy (zero: lowest compared OMol25 entry of this formula, charge and spin)**: 2.1309 eV
**Total energy**: -2773.66022 a.u.
**LUMO energy**: -0.008 eV
**Orbital gap**: 8.93 eV
**Charge**: 0

C30H25CoN3O4S | ωB97M-V with the def2-TZVPD basis set

XYZ file:
```
64
C30H25CoN3O4S | OMol25 | ωB97M-V with the def2-TZVPD basis set
Co -0.01 -0.34 0.72
C -3.95 0.34 0.12
C -3.66 -1.01 -0.47
C -4.46 -1.55 -1.46
C -4.20 -2.81 -1.99
C -3.12 -3.54 -1.52
C -2.29 -3.02 -0.53
C -1.13 -3.81 -0.01
C -2.57 -1.76 -0.01
N -1.72 -1.24 1.00
C -2.06 -1.44 2.28
O -3.06 -1.97 2.74
C -0.96 -0.95 3.21
C -0.94 -1.02 4.59
C 0.21 -0.61 5.25
C 1.32 -0.16 4.53
C 1.22 -0.12 3.15
N 0.10 -0.49 2.57
C 2.31 0.25 2.16
O 3.43 0.55 2.58
N 1.88 0.11 0.90
C 2.79 0.35 -0.17
C 3.25 1.65 -0.43
C 2.82 2.81 0.42
C 4.11 1.84 -1.50
C 4.53 0.79 -2.29
C 4.08 -0.49 -2.01
C 3.21 -0.73 -0.95
C 2.73 -2.12 -0.68
H -4.74 0.84 -0.44
H -3.07 0.97 0.13
H -4.28 0.24 1.16
H -5.31 -0.98 -1.83
H -4.84 -3.21 -2.77
H -2.91 -4.52 -1.93
H -1.01 -4.74 -0.57
H -1.27 -4.06 1.05
H -0.20 -3.24 -0.09
H -1.80 -1.41 5.12
H 0.26 -0.65 6.33
H 2.24 0.14 5.01
H 1.73 2.84 0.52
H 3.15 3.75 -0.03
H 3.24 2.72 1.42
H 4.45 2.85 -1.72
H 5.20 0.96 -3.13
H 4.40 -1.33 -2.63
H 3.30 -2.85 -1.25
H 1.68 -2.22 -0.97
H 2.81 -2.37 0.38
O 0.65 0.01 -3.13
C 0.19 0.35 -2.06
O -0.08 -0.49 -1.11
C -0.23 1.80 -1.86
C -0.22 2.57 -3.03
C -0.62 3.90 -3.04
C -1.03 4.49 -1.85
C -1.03 3.75 -0.69
C -0.64 2.40 -0.66
S -0.69 1.69 0.94
H 0.11 2.08 -3.93
H -0.60 4.47 -3.97
H -1.34 5.52 -1.83
H -1.35 4.21 0.24
```

## Properties
**Total energy**: -3404.61804 a.u.
**LUMO energy (alpha / beta)**: 1.914 / 1.912 eV
**Orbital gap (alpha / beta)**: 6.86 / 6.86 eV
**Charge**: -1

C2H3OPS | ωB97M-V with the def2-TZVPD basis set

XYZ file:
```
8
C2H3OPS | OMol25 | ωB97M-V with the def2-TZVPD basis set
C -2.13 -0.51 0.13
C -1.43 -0.77 -0.79
O 2.22 -1.22 -0.22
P 1.28 1.51 -0.09
S 2.17 -0.08 0.69
H -2.87 -0.01 0.82
H -0.87 -1.07 -1.57
H 1.62 2.14 1.02
```

## Properties
**Relative energy (zero: lowest compared OMol25 entry of this formula, charge and spin)**: 3.3348 eV
**Total energy**: -892.64107 a.u.
**LUMO energy (alpha / beta)**: -1.209 / -1.210 eV
**Orbital gap (alpha / beta)**: 8.32 / 8.32 eV
**Charge**: 0

C6H22ClNbO4P2 | ωB97M-V with the def2-TZVPD basis set

XYZ file:
```
36
C6H22ClNbO4P2 | OMol25 | ωB97M-V with the def2-TZVPD basis set
C 0.36 1.42 2.82
C -0.13 2.11 1.56
C 0.69 1.82 0.29
Nb 0.82 -0.28 -0.47
C -1.03 -1.18 0.42
C -2.38 -0.54 -0.02
C -3.45 -1.56 -0.41
O -3.97 -1.37 -1.73
P 2.35 -0.96 1.54
O 3.40 0.12 1.63
P 1.58 -2.55 -1.41
O 3.20 -2.65 -1.56
Cl 1.24 -4.04 -0.01
H 0.02 0.40 2.92
H 1.45 1.44 2.88
H -0.01 1.96 3.70
H -1.19 1.95 1.40
H -0.04 3.18 1.75
H 1.68 2.25 0.43
H 0.23 2.39 -0.53
H 2.34 0.29 -1.42
H -0.21 0.09 -1.99
H -1.06 -2.21 0.05
H -0.98 -1.29 1.50
H -2.26 0.17 -0.83
H -2.76 -0.04 0.87
H -3.09 -2.58 -0.32
H -4.29 -1.48 0.29
H -4.46 -0.55 -1.72
H 1.68 -1.13 2.77
H 2.96 -2.23 1.36
H 3.58 -1.78 -1.40
O 0.74 2.21 -3.52
H 0.68 2.82 -4.27
H 1.34 2.52 -2.81
H 1.00 1.29 -3.77
```

## Properties
**Total energy**: -1742.31387 a.u.
**LUMO energy**: -2.121 eV
**Orbital gap**: 4.69 eV
**Charge**: 0

C39H37GeN2O5Ta | ωB97M-V with the def2-TZVPD basis set

XYZ file:
```
85
C39H37GeN2O5Ta | OMol25 | ωB97M-V with the def2-TZVPD basis set
Ta 0.21 -0.58 0.30
O 1.78 0.05 1.33
C 2.20 1.05 2.06
C 3.53 1.06 2.51
C 4.01 2.08 3.30
C 3.18 3.14 3.69
C 1.88 3.15 3.26
C 1.36 2.13 2.43
C -0.01 2.24 2.02
N -0.62 1.52 1.15
C -2.05 1.79 0.95
C -2.69 0.67 0.12
N -2.06 -0.59 0.50
C -2.77 -1.52 1.01
C -2.20 -2.68 1.65
C -2.95 -3.84 1.84
C -2.42 -4.92 2.51
C -1.13 -4.82 3.04
C -0.39 -3.67 2.90
C -0.90 -2.58 2.19
O -0.19 -1.47 2.07
H 4.17 0.23 2.21
H 5.04 2.06 3.63
H 3.56 3.93 4.31
H 1.22 3.96 3.55
H -0.57 3.04 2.52
H -2.54 1.84 1.92
H -2.18 2.75 0.44
H -3.77 0.64 0.32
H -2.54 0.85 -0.94
H -3.85 -1.41 1.02
H -3.96 -3.89 1.43
H -3.00 -5.83 2.63
H -0.71 -5.67 3.57
H 0.61 -3.59 3.32
C 1.26 3.13 -1.45
C 1.17 1.74 -2.04
C 1.72 1.71 -3.46
O 1.88 0.85 -1.17
C -0.29 1.26 -2.07
O -1.17 1.90 -2.62
O -0.49 0.12 -1.47
H 2.29 3.49 -1.51
H 0.96 3.12 -0.40
H 0.61 3.81 -2.00
H 2.77 2.02 -3.45
H 1.15 2.39 -4.09
H 1.66 0.71 -3.88
H 2.22 0.11 -1.70
C 0.67 -2.30 -0.44
Ge 0.63 -3.10 -2.19
C 1.81 -2.12 -3.42
C 1.47 -1.87 -4.75
C 2.37 -1.27 -5.62
C 3.63 -0.89 -5.17
C 3.99 -1.12 -3.85
C 3.09 -1.74 -2.99
C 1.31 -4.93 -2.13
C 2.38 -5.35 -2.92
C 2.83 -6.67 -2.86
C 2.22 -7.58 -2.01
C 1.15 -7.16 -1.21
C 0.71 -5.85 -1.27
C -1.15 -3.25 -3.03
C -2.22 -2.41 -2.72
C -3.44 -2.56 -3.35
C -3.62 -3.55 -4.31
C -2.56 -4.40 -4.63
C -1.34 -4.24 -3.99
H 1.10 -3.03 0.26
H 0.49 -2.16 -5.11
H 2.08 -1.08 -6.65
H 4.33 -0.41 -5.84
H 4.97 -0.83 -3.49
H 3.38 -1.93 -1.96
H 2.87 -4.66 -3.59
H 3.66 -6.98 -3.48
H 2.56 -8.60 -1.96
H 0.67 -7.87 -0.54
H -0.12 -5.54 -0.65
H -2.08 -1.63 -1.99
H -4.26 -1.89 -3.11
H -4.58 -3.67 -4.81
H -2.69 -5.17 -5.37
H -0.53 -4.92 -4.24
```

## Properties
**Relative energy (zero: lowest compared OMol25 entry of this formula, charge and spin)**: 0.0000 eV
**Total energy**: -4128.13958 a.u.
**LUMO energy**: -0.175 eV
**Orbital gap**: 7.53 eV
**Charge**: 0

C5H14 | ωB97M-V with the def2-TZVPD basis set

XYZ file:
```
19
C5H14 | OMol25 | ωB97M-V with the def2-TZVPD basis set
C 0.38 -1.02 -0.93
C 1.05 -2.32 -1.32
C 0.07 -0.09 -2.13
H 0.88 -0.45 -0.17
H -0.59 -1.32 -0.56
H 0.98 -3.08 -0.53
H 0.59 -2.82 -2.18
H -0.08 0.95 -1.81
H -0.94 -0.34 -2.46
H 2.12 -2.30 -1.56
H 0.71 -0.16 -3.00
C -0.77 1.10 1.63
C -0.65 2.24 2.66
H 0.15 0.52 1.53
H -1.57 0.37 1.77
H -0.91 1.51 0.63
H -0.81 1.87 3.66
H 0.35 2.65 2.58
H -1.39 2.98 2.38
```

## Properties
**Relative energy (zero: lowest compared OMol25 entry of this formula, charge and spin)**: 0.4030 eV
**Total energy**: -198.87435 a.u.
**LUMO energy**: 1.108 eV
**Orbital gap**: 12.37 eV
**Charge**: 0

C10H19FeN3O6S | ωB97M-V with the def2-TZVPD basis set

XYZ file:
```
40
C10H19FeN3O6S | OMol25 | ωB97M-V with the def2-TZVPD basis set
Fe -0.47 -0.14 -0.70
O -1.68 -1.67 0.97
C -0.94 -2.00 2.13
C 0.16 -0.98 2.45
N 1.05 -0.73 1.32
C 1.83 -1.90 0.94
C 1.00 -2.92 0.09
O 1.19 -4.11 0.27
O 0.19 -2.40 -0.74
C 1.90 0.43 1.53
C 2.24 1.15 0.18
O 3.18 1.94 0.18
O 1.46 0.92 -0.79
H -1.26 -2.16 0.23
H -0.51 -3.01 2.03
H -1.64 -2.01 2.97
H 0.72 -1.35 3.34
H -0.33 -0.04 2.70
H 2.25 -2.41 1.82
H 2.64 -1.56 0.29
H 2.84 0.18 2.05
H 1.38 1.18 2.13
N 0.42 3.52 -0.14
C -0.48 2.98 0.76
N -0.34 3.36 2.10
S -1.75 1.97 0.31
H 1.33 3.69 0.26
H 0.51 2.94 -0.97
H 0.00 4.31 2.22
H -1.18 3.17 2.62
C -0.54 1.08 -3.99
O -1.48 0.04 -3.84
C -1.56 -0.49 -2.58
C -2.61 -1.56 -2.53
H -1.04 2.06 -3.87
H -0.12 1.01 -4.99
H 0.25 1.00 -3.24
H -3.03 -1.76 -3.52
H -3.42 -1.26 -1.85
H -2.17 -2.47 -2.13
```

## Properties
**Relative energy (zero: lowest compared OMol25 entry of this formula, charge and spin)**: 0.7025 eV
**Total energy**: -2670.10542 a.u.
**Multiplicity**: 6
**<S²>**: 8.761
**LUMO energy (alpha / beta)**: 2.324 / 2.313 eV
**Orbital gap (alpha / beta)**: 4.30 / 7.56 eV
**Charge**: -1